1.
Formula: C6H20ClO16
Source: OMol25
Level of theory: ωB97M-V/def2-TZVPD

Each line ends with the Löwdin charge.
Atoms and positions in Å:
Cl: -0.42092 0.54051 1.56688  0.7181
O: -0.59159 1.83007 0.90855  -0.3339
O: 0.98190 0.21103 1.55547  -0.3119
O: -0.90538 0.60164 2.91868  -0.3419
O: -1.18867 -0.54668 0.96829  -0.3484
C: 0.52701 -2.24266 -3.57421  0.0876
C: 0.05262 -2.16695 -4.81658  -0.2428
C: -0.79590 -1.13841 -5.23788  -0.3360
O: -1.28185 -1.04551 -6.37074  0.0944
C: -1.11774 -0.11596 -4.20507  0.0996
C: -0.61630 -0.17584 -2.94799  -0.2299
C: 0.31667 -1.23751 -2.56457  -0.3150
O: 0.82850 -1.38595 -1.47408  0.1341
O: -0.86407 0.72885 -2.01255  0.1317
O: 0.21823 -3.13086 -5.77718  0.0898
H: 1.18784 -3.05291 -3.29871  0.1426
H: -1.83575 0.64006 -4.48764  0.1316
H: -0.48718 0.47747 -1.15739  0.0805
H: -0.26633 -2.87988 -6.57231  0.1017
O: -0.49216 -3.29459 0.53236  -0.0535
H: -0.81373 -2.41272 0.74899  -0.0164
H: -0.59253 -3.36061 -0.41877  0.0166
O: 0.89175 0.39504 5.02394  -0.0825
H: 1.40044 -0.37508 4.74033  -0.0152
H: 0.09221 0.36901 4.49175  -0.0236
O: -4.16954 0.25826 2.25127  -0.0592
H: -3.30125 0.36124 2.64993  0.0021
H: -3.98677 -0.02616 1.35306  0.0252
O: 2.76663 -1.22308 3.77105  -0.0562
H: 2.42780 -0.58487 3.13548  0.0135
H: 2.66204 -2.07201 3.33406  0.0371
O: 1.99532 4.57698 0.53040  -0.0728
H: 1.34686 4.05355 1.00832  -0.0041
H: 2.83884 4.27062 0.86768  0.0227
O: 1.54070 3.29380 3.13575  -0.0452
H: 0.61768 3.05744 3.26145  0.0315
H: 1.67915 4.04768 3.71297  0.0432
O: -2.85609 3.19572 0.01238  -0.0696
H: -3.34377 2.68455 0.66197  0.0145
H: -1.93330 2.97245 0.17680  -0.0157
O: 2.66883 -2.15344 0.86299  -0.0582
H: 3.02104 -2.18859 -0.02778  0.0266
H: 1.79877 -1.75574 0.76264  -0.0130

Summary:
* gap between HOMO and LUMO: 7.7 eV
* F_max: 5.255 eV/A
* 2S+1: 1
* total charge: -1
* HOMO: -7.648 eV
* LUMO: 0.03 eV

2.
Formula: C4H10OS
Source: OMol25
Level of theory: ωB97M-V/def2-TZVPD

Each line ends with the Löwdin charge.
Atoms and positions in Å:
C: -1.61247 1.32086 -1.36528  -0.0033
C: -1.77930 0.30272 -2.20512  -0.3049
O: -1.09056 -0.05743 -3.29772  0.0127
H: -2.44801 1.49993 -0.70967  0.0489
H: -0.76438 1.94124 -1.52158  0.0426
H: -2.70744 -0.25916 -2.15476  0.1100
H: -0.22889 0.33550 -3.44104  0.1019
C: 0.56333 -1.18567 2.22443  -0.2040
C: 1.49375 -0.08424 1.75182  -0.6060
S: 2.41363 -0.72659 0.30431  0.6759
H: -0.20848 -1.37386 1.48639  0.0664
H: 1.15135 -2.04769 2.49892  0.0559
H: 0.06050 -0.94523 3.17008  0.0711
H: 2.21571 0.36333 2.43263  0.0565
H: 0.85264 0.74480 1.44884  0.0600
H: 2.08861 0.17150 -0.62226  -0.1838

Summary:
* gap between HOMO and LUMO: 9.6 eV
* F_max: 1.473 eV/A
* SMILES: C=CO.CCS
* 2S+1: 1
* HOMO: -9.016 eV
* LUMO: 0.61 eV
* energy relative to the best compared isomer or geometry (same formula, charge and spin): 1.327 eV

3.
Formula: C2AgLiO2
Source: OMol25
Level of theory: ωB97M-V/def2-TZVPD

Each line ends with the Löwdin spin population.
Atoms and positions in Å:
O: 0.94411 0.29255 0.67228  0.1328
C: 0.51923 -0.76704 0.46106  0.1037
C: -1.02648 -1.11144 -0.20603  0.0770
O: -1.91053 -1.81700 -0.47196  0.0442
Ag: -0.91857 1.77193 -0.15835  0.5000
Li: 2.39223 1.63099 -0.29701  0.1425

Summary:
* gap between HOMO and LUMO (spin up / spin down): 6.2 / 8.0 eV
* F_max: 5.377 eV/A
* 2S+1: 2
* total charge: +1
* HOMO (spin up / spin down): -11.041 / -13.688 eV
* LUMO (spin up / spin down): -4.88 / -5.67 eV
* energy relative to the best compared isomer or geometry (same formula, charge and spin): 0.665 eV

4.
Formula: C3H5Cl2N
Source: OMol25
Level of theory: ωB97M-V/def2-TZVPD

Each line ends with the Löwdin charge.
Atoms and positions in Å:
N: -1.44029 -0.56695 0.37025  0.0304
C: -0.16060 -0.46904 -0.23280  -0.4345
C: 0.32478 0.86157 -0.64837  -0.6941
Cl: 1.18839 1.19273 -2.15472  0.5863
C: 0.99959 0.15738 0.49472  -0.6418
Cl: 0.74338 0.81781 2.10889  0.6199
H: -1.38031 -0.96557 1.32765  0.0830
H: -2.03386 -1.21546 -0.15300  0.0841
H: 0.07676 -1.28556 -0.94031  0.1472
H: -0.31794 1.75390 -0.52756  0.1090
H: 2.00009 -0.28081 0.35524  0.1106

Summary:
* gap between HOMO and LUMO: 10.3 eV
* F_max: 1.783 eV/A
* SMILES: NC1[C@H](Cl)[C@H]1Cl
* 2S+1: 1
* HOMO: -9.466 eV
* LUMO: 0.81 eV
* energy relative to the best compared isomer or geometry (same formula, charge and spin): 0.565 eV

5.
Formula: C2H3IN4
Source: OMol25
Level of theory: ωB97M-V/def2-TZVPD

Each line ends with the Löwdin charge.
Atoms and positions in Å:
C: 1.34575 0.41874 0.96526  -0.2094
C: 0.46656 0.65088 -0.91721  -0.1720
N: 1.50693 1.06273 -0.27858  0.0770
N: 0.26279 -0.27699 1.08483  0.0826
N: -0.29394 -0.18996 -0.14099  -0.3767
N: -1.36760 -0.90291 -0.52886  -0.5547
I: -3.21403 -0.15820 -0.04193  0.6949
H: 1.95215 0.50954 1.86579  0.1052
H: 0.32001 0.95021 -1.94878  0.1268
H: -0.97863 -2.06404 -0.05955  0.2263

Summary:
* gap between HOMO and LUMO: 8.6 eV
* F_max: 5.695 eV/A
* 2S+1: 1
* HOMO: -9.390 eV
* LUMO: -0.79 eV
* energy relative to the best compared isomer or geometry (same formula, charge and spin): 1.168 eV

6.
Formula: C13H35AlAsN5O4P
Source: OMol25
Level of theory: ωB97M-V/def2-TZVPD

Each line ends with the Löwdin charge.
Atoms and positions in Å:
Al: -0.08050 -0.70287 0.89825  0.1916
C: 3.35938 -2.85993 -1.51985  0.0284
N: 3.45666 -2.51906 -0.09006  -0.0941
C: 4.77844 -2.77757 0.51754  0.0130
C: 2.45394 -2.01982 0.60829  -0.3202
N: 1.23491 -1.78934 0.14095  0.1454
N: 2.73010 -1.74465 1.94546  0.2002
C: 1.93265 -1.13387 2.88532  -0.3863
N: 2.41114 -1.13018 4.12200  0.2420
N: 0.78487 -0.57405 2.55894  0.1451
H: 4.15675 -2.34727 -2.05410  0.1171
H: 2.41675 -2.55882 -1.96277  0.0854
H: 3.47796 -3.93450 -1.64451  0.1205
H: 5.42260 -3.20159 -0.24497  0.1118
H: 4.71363 -3.51694 1.31975  0.1140
H: 5.23727 -1.85377 0.87134  0.1142
H: 1.13289 -2.07391 -0.82308  0.0950
H: 3.62400 -2.06794 2.27743  0.1353
H: 3.26457 -1.60019 4.38166  0.1483
H: 1.90878 -0.67999 4.87180  0.1500
H: 0.30940 -0.17122 3.35756  0.1258
C: -3.58168 -2.08195 -0.91140  -0.1536
As: -3.33525 -1.67150 0.92637  1.1423
C: -3.52746 -3.20454 2.04578  -0.1501
C: -4.45853 -0.25986 1.51906  -0.1593
O: -1.71478 -1.12416 1.08609  -0.3646
H: -4.63150 -2.31679 -1.08294  0.0725
H: -2.96931 -2.94689 -1.15598  0.0633
H: -3.28497 -1.21983 -1.50396  0.0381
H: -4.45207 -3.11662 2.61226  0.0636
H: -2.67920 -3.24207 2.72385  0.0548
H: -3.55804 -4.10374 1.43451  0.0619
H: -5.46367 -0.66606 1.63254  0.0691
H: -4.47002 0.54601 0.78985  0.0537
H: -4.09827 0.09164 2.48265  0.0624
C: -1.00933 4.73686 0.63261  -0.0441
C: -1.10276 3.23705 0.69829  -0.2300
O: -0.25616 2.68010 -0.36746  -0.2369
P: 0.00383 1.16319 -0.63551  0.6720
O: 1.33706 1.16370 -1.45831  -0.2452
C: 2.34573 2.24506 -1.50347  -0.2080
C: 2.16643 3.06634 -2.75237  -0.0523
O: -1.08592 0.56623 -1.60252  -0.2766
C: -1.42021 1.18221 -2.90864  -0.1942
C: -2.63393 2.06379 -2.77738  -0.0470
H: -1.52569 5.17273 1.48773  0.0997
H: -1.46654 5.11854 -0.27921  0.0919
H: 0.03325 5.05408 0.66421  0.0933
H: -2.12211 2.88693 0.53085  0.1167
H: -0.74075 2.85336 1.65301  0.1145
H: 3.30139 1.72912 -1.48768  0.1220
H: 2.25290 2.85226 -0.60547  0.1146
H: 2.32943 2.46640 -3.64745  0.0936
H: 2.89290 3.88079 -2.75054  0.1016
H: 1.16925 3.50720 -2.78847  0.0800
H: -1.58871 0.34351 -3.57623  0.1286
H: -0.54981 1.73368 -3.26058  0.1110
H: -3.48002 1.51632 -2.35960  0.0794
H: -2.92192 2.41896 -3.76728  0.1037
H: -2.42975 2.93543 -2.15421  0.0754

Summary:
* gap between HOMO and LUMO: 10.5 eV
* F_max: 0.467 eV/A
* 2S+1: 1
* total charge: +3
* HOMO: -18.624 eV
* LUMO: -8.08 eV
* energy relative to the best compared isomer or geometry (same formula, charge and spin): 0.294 eV